(P)
# C7H13NO

A molecular structure, C7H13NO (ωB97M-V/def2-TZVPD, the OMol25 dataset).

Geometry as XYZ:
```
22
Properties=species:S:1:pos:R:3
C 0.59349 1.35815 -1.77286
C 0.21780 0.78942 -0.38734
C 1.32835 -0.46976 -0.18724
C 2.20893 -0.35906 0.82275
O 0.19430 1.58143 0.60692
H 1.61326 -1.04285 -1.06645
H 1.57358 1.82904 -1.69056
H -0.15156 2.11507 -2.02431
H 0.61358 0.59649 -2.55261
H 1.98441 0.30102 1.65326
H 3.15249 -0.89157 0.83134
C -0.66369 -1.24695 1.64970
N -2.30210 0.54762 0.13162
C -1.18299 -0.08221 -0.52803
C -0.49832 -1.17002 0.17830
H -2.87589 1.03212 -0.54712
H -1.91865 1.25622 0.76049
H -1.40249 -0.32189 -1.56588
H -0.28300 -2.08811 -0.35666
H -0.02223 -2.00182 2.10142
H -0.46055 -0.26857 2.09427
H -1.71871 -1.46378 1.84899
```

Computed properties:
* spin multiplicity: 1
* LUMO level (spin up / spin down): -0.63 / -0.64 eV
* gap between HOMO and LUMO (spin up / spin down): 0.272 / 0.272 Ha

---

(Q)
# C7H13NO

A molecular structure, C7H13NO (ωB97M-V/def2-TZVPD, the OMol25 dataset).

Geometry as XYZ:
```
22
Properties=species:S:1:pos:R:3
C -1.70073 0.30071 0.81058
C -0.40469 1.83771 -0.60557
C 2.19445 0.17832 -0.25300
N -0.73147 0.45694 -0.26932
C -0.17927 -0.63439 -1.02949
C 0.92564 -0.53536 0.13153
C -0.90850 -1.53057 -1.66569
C 0.92075 -1.40138 1.17066
O -1.18048 0.74570 2.03365
H -0.41529 0.18444 2.24120
H -2.56594 0.93622 0.59172
H -1.99769 -0.75165 0.85500
H -1.31154 2.30885 -0.98356
H -0.06180 2.37270 0.28735
H 0.35102 1.86187 -1.38511
H 3.05608 -0.39251 0.09078
H 2.23611 1.16897 0.20866
H 2.28113 0.30012 -1.33412
H -1.95737 -1.35092 -1.88663
H -0.44079 -2.40598 -2.09233
H 0.04151 -1.96486 1.44214
H 1.84889 -1.68493 1.64156
```

Computed properties:
* spin multiplicity: 1
* LUMO level: 0.82 eV
* gap between HOMO and LUMO: 0.293 Ha

---

Result of the stability comparison: (Q) is the least stable of them.

---

(P)
# C7H13NO

A molecular structure, C7H13NO (ωB97M-V/def2-TZVPD, the OMol25 dataset).

Geometry as XYZ:
```
22
Properties=species:S:1:pos:R:3
C 0.60142 1.34944 -0.59542
C 0.54745 -0.14590 -0.62054
C 0.66671 1.92441 -1.85816
C -0.24659 -0.47205 1.92924
C -1.75772 -1.19600 0.17666
C 1.81266 -0.90540 -0.29588
N -0.67152 -0.30286 0.54483
C -1.06605 1.38967 0.32399
O -2.15562 1.63878 -0.02544
H 1.26980 1.75999 0.15900
H 0.05839 -0.50546 -1.52579
H -0.01947 1.60560 -2.63144
H 1.10645 2.89857 -1.99924
H 0.11960 -1.48666 2.10851
H -1.08673 -0.26394 2.59749
H 0.54875 0.23437 2.15898
H -1.44460 -2.24290 0.23157
H -2.60839 -1.03807 0.84236
H -2.08836 -0.96714 -0.83720
H 2.53360 -0.75126 -1.09845
H 1.61682 -1.97515 -0.21319
H 2.26340 -0.54805 0.62810
```

Computed properties:
* spin multiplicity: 1
* LUMO level: 0.66 eV
* gap between HOMO and LUMO: 0.269 Ha

---

(Q)
# C7H13NO

2 unconnected molecules or ions with the total composition C7H13NO (ωB97M-V/def2-TZVPD, the OMol25 dataset).

Geometry as XYZ:
```
22
Properties=species:S:1:pos:R:3
C 0.62649 -0.03636 -1.74905
C -1.56348 -1.11325 -1.71898
C 0.23214 1.40491 -1.62959
O -0.32239 -0.97347 -1.05874
H 0.69905 -0.36831 -2.79208
H 1.56837 -0.25413 -1.24248
H -2.05691 -1.98275 -1.28839
H -1.44286 -1.23662 -2.80479
H -2.20449 -0.23982 -1.55166
H -0.88919 1.53319 -1.75174
H 0.79851 2.04429 -2.31250
H 0.34133 1.81176 -0.62163
C 0.87552 0.80459 2.76980
C 0.25472 -0.22691 1.87609
C 0.74842 -1.45024 1.69591
C -0.94207 0.16897 1.20679
N -1.81306 0.81977 0.79541
H 0.31082 0.87121 3.70218
H 0.88232 1.78861 2.29427
H 1.90341 0.53106 3.00921
H 1.69822 -1.73492 2.13315
H 0.29510 -2.16157 1.03879
```

Computed properties:
* SMILES: C=C(C)C#N.CCOC
* spin multiplicity: 1
* LUMO level: 0.86 eV
* gap between HOMO and LUMO: 0.388 Ha

---

Result of the stability comparison: (P) is the least stable of them.

---

(P)
# C7H13NO

2 unconnected molecules or ions with the total composition C7H13NO (ωB97M-V/def2-TZVPD, the OMol25 dataset).

Geometry as XYZ:
```
22
Properties=species:S:1:pos:R:3
C -0.51857 -1.60547 0.41910
C -1.43583 -0.70334 -0.08692
C 0.38764 -2.44348 -0.41052
C 0.33771 1.02875 -1.68124
C 1.06824 0.59382 0.68958
C -0.14977 1.06190 -0.24627
N 0.87966 0.77112 2.02618
C -0.84374 2.15511 0.19938
O 2.12538 0.19165 0.24646
H -0.41897 -1.71149 1.49215
H 1.61686 0.47238 2.64485
H 0.02921 1.17154 2.37790
H -2.23364 -0.37414 0.56503
H -1.76364 -0.83001 -1.11205
H 0.45836 -3.45467 -0.00531
H 0.04908 -2.49341 -1.44567
H 1.39670 -2.02103 -0.40269
H 1.27751 1.55813 -1.78732
H 0.51759 -0.00532 -1.97784
H -0.40400 1.46634 -2.34616
H -1.80738 2.41892 -0.21163
H -0.56839 2.75270 1.05296
```

Computed properties:
* SMILES: C=C(C)C(N)=O.C=CC
* spin multiplicity: 1
* LUMO level (spin up / spin down): 0.36 / 0.36 eV
* gap between HOMO and LUMO (spin up / spin down): 0.297 / 0.297 Ha

---

(Q)
# C7H13NO

3 unconnected molecules or ions with the total composition C7H13NO (ωB97M-V/def2-TZVPD, the OMol25 dataset).

Geometry as XYZ:
```
22
Properties=species:S:1:pos:R:3
C -0.07846 0.43114 0.56619
C -0.26256 -0.41664 -0.42407
C -1.22305 0.74115 -0.34569
C 1.49626 0.90203 -1.26405
C 0.64694 0.82158 1.78001
C 1.16294 0.74000 -2.71621
C -1.73628 -1.46912 1.35378
N -1.20882 -2.54666 1.99319
O -2.91240 -1.17965 1.39360
H 0.01811 -1.33294 -0.91003
H -0.22992 -2.75416 1.91462
H -1.79927 -3.18196 2.52533
H -1.12712 1.55682 -1.05637
H -2.23156 0.54974 0.01318
H 2.33233 0.32233 -0.88502
H 1.47511 1.92040 -0.88668
H 0.98276 1.85808 1.70267
H -0.03801 0.76052 2.62906
H 1.50429 0.17256 1.96109
H 1.90101 1.23405 -3.36525
H 0.19251 1.18171 -2.96307
H 1.13517 -0.31098 -3.01628
```

Computed properties:
* spin multiplicity: 1
* LUMO level (spin up / spin down): 0.27 / 0.84 eV
* gap between HOMO and LUMO (spin up / spin down): 0.245 / 0.293 Ha

---

Result of the stability comparison: (Q) is the least stable of them.

---

(P)
# C7H13NO

2 unconnected molecules or ions with the total composition C7H13NO (ωB97M-V/def2-TZVPD, the OMol25 dataset).

Geometry as XYZ:
```
22
Properties=species:S:1:pos:R:3
C 0.15126 -0.06407 -2.07350
C -1.88875 1.24016 -0.17245
C -0.00652 -0.46342 -0.60236
C -1.37160 -0.16227 -0.00446
C -2.03522 -1.09670 0.66828
O 0.49116 -1.68025 -0.33502
H -0.53739 -0.65566 -2.67843
H 1.16548 -0.29293 -2.39745
H -0.05778 0.99096 -2.24480
H -2.15788 1.44083 -1.21205
H -2.77167 1.41037 0.44281
H -1.13165 1.97887 0.10838
H -3.01367 -0.90161 1.08774
H -1.65866 -2.10789 0.72889
C 2.22277 -0.78849 1.39494
C 1.92568 0.52781 1.15764
N 2.09230 1.72968 1.31501
H 1.41271 2.38581 0.94645
H 0.71065 0.29876 -0.00267
H 1.25057 -1.50498 0.57798
H 2.10861 -1.11937 2.42158
H 3.09961 -1.16561 0.87349
```

Computed properties:
* SMILES: C=C(C)[C@H](C)O.C=C=N
* spin multiplicity: 1
* LUMO level: 0.34 eV
* gap between HOMO and LUMO: 0.350 Ha

---

(Q)
# C7H13NO

A molecular structure, C7H13NO (ωB97M-V/def2-TZVPD, the OMol25 dataset).

Geometry as XYZ:
```
22
Properties=species:S:1:pos:R:3
C -2.01389 0.68902 -0.53740
C -1.33186 -1.68382 -0.02411
C 2.88650 -0.53681 -0.43794
C -0.71042 0.08733 1.62702
C 0.56813 0.20548 0.20191
C -1.09621 -0.21685 0.26318
N 0.92116 1.54922 0.04827
C 1.45827 -0.77430 -0.05623
O -0.91603 1.33670 2.07063
H -1.39173 1.92284 1.44601
H 1.46854 1.77739 -0.76668
H 0.23858 2.27400 0.20608
H 1.16436 -1.80270 0.06685
H -1.11788 -1.93225 -1.06385
H -3.04454 0.56535 -0.19485
H -1.97601 0.43107 -1.59541
H -1.75486 1.74551 -0.44463
H -0.75340 -2.31900 0.64072
H -2.38272 -1.89935 0.17667
H 2.98446 -0.16140 -1.46255
H 3.34367 0.20799 0.21640
H 3.45586 -1.46541 -0.38011
```

Computed properties:
* spin multiplicity: 1
* LUMO level: 0.66 eV
* gap between HOMO and LUMO: 0.297 Ha

---

(R)
# C7H13NO

C7H13NO in the gas phase (ωB97M-V/def2-TZVPD, the OMol25 dataset).

Geometry as XYZ:
```
22
Properties=species:S:1:pos:R:3
C 0.38027 0.69970 0.61946
C 1.42486 -2.28349 -0.23513
C 0.61946 2.16574 0.71846
C -1.99939 0.84810 -0.59652
C 1.57149 -0.89702 -0.78310
C -0.88797 -0.00171 -0.01864
N -1.34635 -1.23807 0.60720
C 0.42763 0.04846 -0.74820
O 2.61802 -0.52640 -1.32228
H 0.74700 0.18657 1.50320
H -2.36254 -1.33040 0.59034
H -1.06505 -1.30844 1.58447
H 0.45258 0.71857 -1.60532
H 0.50815 -2.75098 -0.59754
H 1.43697 -2.26164 0.85748
H 2.26506 -2.89274 -0.58101
H 1.55473 2.34487 1.26070
H -0.18581 2.66646 1.26337
H 0.72322 2.63841 -0.26301
H -2.53376 0.28577 -1.37164
H -1.62650 1.76552 -1.06108
H -2.72207 1.12272 0.17877
```

Computed properties:
* SMILES: CC(=O)[C@@H]1[C@@H](C)[C@]1(C)N
* spin multiplicity: 1
* LUMO level: 0.88 eV
* gap between HOMO and LUMO: 0.354 Ha

---

(S)
# C7H13NO

C7H13NO in the gas phase (ωB97M-V/def2-TZVPD, the OMol25 dataset).

Geometry as XYZ:
```
22
Properties=species:S:1:pos:R:3
C -0.31900 0.66794 1.53511
C 0.14705 -0.75261 1.64919
C 0.99596 -1.12502 0.16921
C -1.94920 0.38626 -2.02407
C 2.37132 -0.46609 0.18071
C -1.68875 0.13656 -0.55946
C -0.49797 0.88638 0.02477
N 0.10253 1.88649 -0.49238
O -2.40374 -0.56576 0.11416
H 0.08768 1.92890 -1.51172
H 0.43510 1.37598 1.86835
H -1.27857 0.80746 2.03079
H 0.88198 -0.88366 2.43468
H -0.67371 -1.45929 1.68979
H 0.57212 -1.09840 -0.83711
H 1.09294 -2.20666 0.30140
H -2.71741 -0.29569 -2.38410
H -2.29814 1.41519 -2.14377
H -1.03541 0.27318 -2.60957
H 2.29858 0.60902 0.03217
H 3.00314 -0.89220 -0.59971
H 2.87351 -0.62800 1.13158
```

Computed properties:
* SMILES: [H]/N=C(/CCCC)C(C)=O
* spin multiplicity: 1
* LUMO level: 0.18 eV
* gap between HOMO and LUMO: 0.352 Ha

---

Result of the stability comparison: (Q) is the least stable of them.

---

(P)
# C7H13NO

C7H13NO in the gas phase (ωB97M-V/def2-TZVPD, the OMol25 dataset).

Geometry as XYZ:
```
22
Properties=species:S:1:pos:R:3
C 0.54803 1.50076 0.36708
C 0.30501 0.06294 0.85109
C 0.67947 0.24415 -1.41170
C -0.18731 -0.57663 -0.42148
C 0.50719 2.67097 1.26374
C -1.63906 -0.36803 -0.50071
C 0.01475 -2.06677 -0.42522
N 0.67055 1.62533 -0.90169
O 0.24612 0.10290 -2.75589
H 1.25727 -0.43527 1.08108
H -0.37125 -0.03175 1.72874
H 1.67190 -0.20974 -1.29515
H 1.44709 2.75380 1.85675
H -0.31555 2.53016 2.00345
H 0.17193 3.48209 0.71493
H -2.15540 -0.97444 -1.30786
H -1.81941 0.75217 -0.53190
H -2.00069 -0.68451 0.43731
H 0.14593 -2.28505 -1.50389
H -0.81358 -2.65880 -0.06591
H 0.89623 -2.26327 0.09113
H -0.61233 0.49529 -2.80756
```

Computed properties:
* SMILES: CC1=N[C@H](O)C(C)(C)C1
* spin multiplicity: 1
* LUMO level: 0.78 eV
* gap between HOMO and LUMO: 0.385 Ha

---

(Q)
# C7H13NO

C7H13NO in the gas phase (ωB97M-V/def2-TZVPD, the OMol25 dataset).

Geometry as XYZ:
```
22
Properties=species:S:1:pos:R:3
C -0.12516 0.63240 1.62175
C -0.28843 -0.80924 1.23318
C -1.71325 -1.32290 1.39835
C 0.27771 -1.05885 -0.17082
C 1.67440 -0.44070 -0.29549
C 0.15720 0.78885 -1.46611
C 0.16069 1.76628 -2.53115
H 0.56178 1.41725 1.07647
H -1.07048 1.17787 1.83364
H 0.40628 0.57799 2.57206
H 0.35245 -1.35590 1.95192
H -2.28602 -1.09967 2.36304
H -1.62819 -2.42046 1.30457
H -2.31928 -1.03937 0.44114
H 0.13007 -2.12470 -0.62557
H 2.32317 -1.08787 -0.88801
H 2.15930 -0.21785 0.72692
H 0.05264 2.76948 -2.21833
H -0.71314 1.56558 -3.13131
H 1.01596 1.73266 -3.09364
N -0.55093 -0.21289 -1.21824
O 1.42323 0.76203 -0.88436
```

Computed properties:
* SMILES: CC1=N[C@H](C(C)C)CO1
* spin multiplicity: 1
* LUMO level: 0.99 eV
* gap between HOMO and LUMO: 0.382 Ha

---

Result of the stability comparison: (Q) is the least stable of them.